[1]
Computed, not measured: 2 unconnected molecules or ions with the total composition C3H6ClNO, with wB97M-V/def2-TZVPD.

CARTESIAN COORDINATES (ANGSTROEM)
C (0.263, -0.503, 0.072)
C (1.530, 1.529, -0.017)
C (-2.561, -1.260, 0.342)
N (0.958, -1.465, -0.294)
O (0.257, 0.769, 0.181)
Cl (-3.430, 0.151, -0.107)
H (2.155, 0.674, -0.251)
H (1.678, 2.128, 0.897)
H (1.144, 2.113, -0.887)
H (-1.977, -1.036, 1.193)
H (-1.831, -1.540, -0.368)
H (1.811, -1.559, -0.762)

* LUMO energy (alpha / beta): 0.00230 / -0.00622 Eh
* 2S+1: 1
* ΔE to the lowest compared entry with this formula, charge and spin: 6.206 eV
* orbital gap (alpha / beta): 8.842 / 7.886 eV
* DFT total energy: -19262.560 eV

These are the natural (NBO) partial charges, in e, on atoms 1 to 2: atom 1 (C): 0.62, atom 2 (C): -0.28


[2]
Computed, not measured: a molecular structure, C17H12BN8O5Ru, with wB97M-V/def2-TZVPD.

CARTESIAN COORDINATES (ANGSTROEM)
Ru (-0.704, 0.767, -1.219)
C (3.319, 0.042, -0.106)
C (2.355, 0.521, -1.005)
N (1.153, 0.266, -0.527)
N (1.290, -0.359, 0.656)
C (2.608, -0.498, 0.930)
B (0.015, -0.727, 1.427)
N (-0.889, -1.593, 0.528)
C (-1.424, -2.815, 0.657)
C (-2.144, -3.126, -0.490)
C (-2.008, -2.019, -1.306)
N (-1.249, -1.099, -0.683)
N (-0.710, 0.593, 1.772)
C (-1.050, 1.274, 2.882)
C (-1.643, 2.465, 2.527)
C (-1.619, 2.466, 1.140)
N (-1.060, 1.343, 0.691)
N (0.441, -1.605, 2.636)
C (0.267, -1.580, 3.924)
C (0.887, -2.735, 4.483)
C (1.429, -3.417, 3.361)
N (1.160, -2.767, 2.269)
H (4.388, 0.085, -0.209)
H (2.474, 1.021, -1.950)
H (2.954, -0.978, 1.828)
H (-1.270, -3.400, 1.549)
H (-2.691, -4.029, -0.696)
H (-2.400, -1.832, -2.292)
H (-0.878, 0.900, 3.873)
H (-2.037, 3.220, 3.184)
H (-1.966, 3.211, 0.443)
H (-0.269, -0.810, 4.449)
H (0.926, -3.003, 5.527)
H (1.982, -4.342, 3.338)
O (-0.005, 3.655, -6.580)
C (-0.083, 3.112, -5.572)
C (-0.036, 3.759, -4.040)
O (0.099, 4.909, -3.884)
C (-0.215, 2.599, -3.175)
C (-0.300, 1.393, -3.839)
O (-0.432, 0.309, -3.159)
C (-0.197, 1.472, -5.286)
O (-0.193, 0.715, -6.176)
O (-0.273, 2.631, -1.880)

* LUMO energy (alpha / beta): -0.41208 / -0.36929 Eh
* 2S+1: 2
* charge: +2
* orbital gap (alpha / beta): 2.579 / 4.570 eV
* DFT total energy: -43221.772 eV

These are the natural (NBO) partial charges, in e, on atoms 1 to 2: atom 1 (Ru): 1.22, atom 2 (C): -0.30


[3]
Computed, not measured: 2 unconnected molecules or ions with the total composition C5H12NS, with wB97M-V/def2-TZVPD.

CARTESIAN COORDINATES (ANGSTROEM)
C (-0.981, -1.813, 1.530)
C (-1.200, -2.612, 0.504)
C (-0.200, 0.308, 2.263)
N (-0.372, -0.543, 1.336)
H (-1.235, -2.050, 2.551)
H (-0.920, -2.336, -0.501)
H (-1.670, -3.570, 0.658)
H (0.287, 1.247, 2.045)
H (-0.534, 0.067, 3.262)
H (0.002, -0.329, 0.364)
C (1.605, 1.914, -0.671)
S (1.253, 0.240, -1.261)
C (-0.080, 0.630, -2.423)
H (0.697, 2.394, -0.309)
H (2.024, 2.509, -1.479)
H (2.343, 1.846, 0.124)
H (-0.424, -0.306, -2.858)
H (-0.900, 1.138, -1.918)
H (0.306, 1.265, -3.217)

* LUMO energy: -0.18000 Eh
* 2S+1: 1
* charge: +1
* ΔE to the lowest compared entry with this formula, charge and spin: 1.506 eV
* orbital gap: 7.997 eV
* DFT total energy: -17697.181 eV

These are the natural (NBO) partial charges, in e, on atoms 1 to 2: atom 1 (C): -0.08, atom 2 (C): -0.29


DFT total energy of number 3 (C5H12NS)?
-17697.181 eV


Which value of DFT total energy does entry 3 give?
-17697.181 eV